1.
{"formula": "C6H12F3IN3O2", "method": "wB97M-V/def2-TZVPD", "homo_lumo_gap_ev": 8.81, "homo_ha": -0.4361, "total_charge": 1, "species": ["C", "C", "C", "C", "C", "C", "N", "N", "N", "O", "O", "F", "F", "F", "I", "H", "H", "H", "H", "H", "H", "H", "H", "H", "H", "H", "H"], "coordinates": [[-0.785042, -1.000942, 0.077198], [2.849744, 1.149475, 1.868212], [-2.760948, -0.482722, -1.203025], [0.596613, -1.316857, -0.192221], [1.424954, 1.173793, 1.456343], [-2.570538, 0.898659, -1.957655], [0.622340, 0.829311, 2.427655], [0.957725, 1.748968, 0.322981], [0.763750, -2.346116, -1.401133], [-1.283399, -0.494755, 1.055328], [-1.505493, -1.192087, -1.094994], [-1.777520, 1.641462, -1.177571], [-3.629324, 1.695870, -2.140672], [-1.961901, 0.867959, -3.178430], [1.515181, -2.424692, 1.440326], [3.396385, 2.030423, 1.291317], [3.083204, 1.332936, 2.921217], [3.242699, 0.270435, 1.676094], [-3.104037, -0.104055, -0.314227], [-3.449863, -1.208769, -1.855101], [0.795462, 0.041478, 3.032511], [-0.370998, 0.992872, 2.399792], [-0.007745, 1.787654, 0.055241], [1.514324, 1.715983, -0.522600], [0.196428, -1.943258, -2.165585], [1.832092, -2.413116, -1.560193], [0.415904, -3.249908, -1.260808]], "forces_ev_per_a": [[0.1, -0.1, -0.9], [0.4, 5.8, -1.2], [-0.2, -1.2, -5.0], [0.6, -2.1, 0.2], [-1.0, 1.3, 0.2], [0.6, 0.4, -1.3], [-1.7, 0.1, 0.4], [1.3, -0.5, 0.7], [1.9, 3.2, 0.2], [0.0, -0.1, 0.0], [-1.0, 1.0, -0.1], [1.2, 0.3, 0.8], [-0.7, -1.3, 0.3], [-0.2, -0.9, 0.8], [-0.2, 0.4, -0.3], [-0.9, -2.1, 1.0], [-0.9, 0.1, -0.1], [2.3, -4.3, -1.5], [-1.2, -0.2, 2.5], [1.2, 1.9, 1.8], [0.9, 0.3, 0.3], [-0.2, -0.1, -0.7], [-0.6, -0.4, 0.6], [0.6, 0.3, 0.5], [0.8, -0.1, 0.0], [-2.4, 0.2, -0.2], [-0.7, -1.9, 0.7]]}

2.
{"formula": "C5H13NO2", "method": "wB97M-V/def2-TZVPD", "multiplicity": 2, "homo_lumo_gap_ev": [11.19, 5.97], "homo_ha": [-0.5299, -0.5286], "total_charge": 1, "species": ["C", "N", "C", "C", "C", "O", "C", "H", "H", "H", "H", "H", "H", "H", "H", "H", "H", "H", "H", "H", "O"], "coordinates": [[-2.345458, -0.331076, 0.398442], [-0.983244, 0.168521, 0.392575], [-0.564339, 0.662037, -0.971866], [0.726875, -0.058890, -1.461037], [2.022208, 0.732325, -1.237475], [2.175532, 1.505173, -0.337200], [-2.246603, -1.766075, 1.039361], [-2.942056, 0.137530, 1.184705], [-2.964290, -0.335852, -0.486803], [-0.876494, 0.805876, 1.181055], [-0.241958, 1.689886, -0.715039], [-1.348092, 0.462523, -1.685217], [0.809945, -0.996209, -0.914340], [0.537618, -0.297389, -2.523863], [2.745067, 0.644311, -2.065235], [-1.746767, -2.552381, 0.462961], [-1.859306, -1.726545, 2.056606], [-3.242645, -2.231373, 1.134616], [0.638934, -0.765985, 1.136573], [1.586505, 0.342105, 1.390853], [1.453693, -0.562624, 1.615729]], "forces_ev_per_a": [[-0.1, -2.0, 2.4], [-3.3, 1.9, -2.8], [2.2, -0.3, 2.1], [-0.4, 0.0, -0.3], [-0.7, 0.2, -1.1], [-0.2, 0.0, 0.4], [-0.9, -1.3, 0.0], [0.3, 0.7, -0.1], [0.8, 0.1, -0.7], [1.0, -0.3, 0.2], [-0.6, 0.0, -0.7], [-0.3, 0.4, 0.2], [0.2, -0.3, -0.2], [0.6, 0.1, 0.5], [0.3, -0.2, 0.3], [0.5, 0.7, -0.1], [0.3, 0.1, -0.1], [0.0, 0.8, 0.0], [0.4, -0.5, 0.4], [0.7, 1.4, -0.2], [-0.8, -1.1, 0.1]]}

3.
{"formula": "C9H7NO", "method": "wB97M-V/def2-TZVPD", "smiles": "c1ccc(-c2ccco2)nc1", "homo_lumo_gap_ev": 8.92, "homo_ha": -0.3028, "total_charge": 0, "species": ["C", "C", "C", "C", "C", "C", "C", "C", "O", "N", "C", "H", "H", "H", "H", "H", "H", "H"], "coordinates": [[-2.379273, -0.640541, 2.051720], [-1.999488, -1.573786, 1.119394], [-0.925058, -1.311572, 0.261419], [-0.375103, -0.080215, 0.306583], [0.794377, 0.299801, -0.541616], [1.699984, 1.275576, -0.481052], [2.517378, 1.134122, -1.636904], [2.032586, 0.043336, -2.328972], [1.019251, -0.486916, -1.701764], [-0.730939, 0.916843, 1.189313], [-1.702933, 0.614878, 1.967184], [-3.051892, -0.750840, 2.800471], [-2.663628, -2.414881, 1.089016], [-0.575460, -2.139995, -0.565027], [1.653625, 2.018632, 0.301674], [3.462402, 1.437359, -1.924784], [2.347240, -0.598578, -3.301389], [-2.184539, 1.356143, 2.582405]], "forces_ev_per_a": [[3.4, 1.7, -2.7], [-0.7, 0.1, 0.6], [-0.5, -3.2, -2.3], [2.4, 2.1, 0.1], [-1.5, -2.0, -1.0], [0.2, 0.7, 0.1], [-0.7, -2.1, -1.0], [1.9, -0.7, -2.1], [-2.1, 0.0, 2.1], [0.8, -0.7, -1.9], [-2.4, -1.2, 1.6], [-2.3, -0.6, 1.8], [0.5, -0.9, -0.4], [-0.9, 2.4, 2.3], [0.4, 0.0, -0.2], [1.5, 1.6, -0.1], [-0.5, 2.1, 2.6], [0.6, 0.7, 0.4]]}

4.
{"formula": "C2H6Cl2N3", "method": "wB97M-V/def2-TZVPD", "multiplicity": 3, "homo_lumo_gap_ev": [8.82, 7.15], "homo_ha": [-0.4877, -0.5161], "total_charge": 1, "species": ["C", "C", "N", "N", "N", "Cl", "Cl", "H", "H", "H", "H", "H", "H"], "coordinates": [[-0.688601, -0.778511, 0.208903], [1.569171, -1.332635, -0.122895], [-2.794198, 2.212031, 0.066521], [0.464208, -0.410345, -0.134501], [0.723231, 0.871097, -0.416537], [-1.131857, -2.397281, 0.445515], [-2.580036, 0.621618, -0.092701], [2.438848, -0.534281, -0.435472], [1.871873, -1.677636, 0.919041], [1.558198, -2.213979, -0.880542], [-2.875443, 2.680815, 0.991862], [-0.054115, 1.580321, -0.402397], [1.498720, 1.378785, -0.146801]], "forces_ev_per_a": [[-1.0, -2.4, 0.6], [4.9, 0.7, -1.0], [-1.1, 2.7, -0.6], [-0.4, -0.4, 1.2], [-3.0, 2.8, -2.0], [0.2, 0.9, -0.1], [-0.2, -0.4, 0.3], [-1.6, -2.7, 0.5], [-0.9, 0.4, -1.3], [-0.4, 1.8, 1.3], [0.5, -1.3, 0.0], [0.5, -1.9, -0.1], [2.6, -0.2, 1.2]]}

One value per record, in order, for max |F|: 5.910; 4.738; 4.680; 5.070 eV Å⁻¹.
One value per record, in order, for ΔE to the lowest compared entry with this formula, charge and spin: 5.4; 48.6; 47.7; 50.5 kcal/mol.
One value per record, in order, for DFT total energy: -31227.16732; -10970.71352; -12982.09919; -31671.57809 eV.